1.
This record from the OMol25 dataset describes a cluster of 2 separate species, C2H2ClN in total in a non-equilibrium geometry. The level of theory is the ωB97M-V functional and the def2-TZVPD basis.

```
6
Properties=species:S:1:pos:R:3:forces:R:3:lowdin_charge:R:1
N 0.37716 -0.46270 -0.06059 0.479 -0.528 0.271 0.035
C 0.74916 -1.54831 -0.03917 -0.479 1.140 -0.179 0.055
H 0.10462 1.85022 -0.48697 -0.007 -0.260 0.342 -0.061
H 1.07220 -2.55324 -0.06915 0.135 -0.436 0.041 0.066
C -0.78525 1.19794 -0.40648 0.249 -0.196 -1.755 -0.575
Cl -1.51788 1.51610 1.06236 -0.378 0.281 1.281 0.480
```
Forces are in eV/Å.

Calculated values
ΔE to the lowest compared entry with this formula, charge and spin, kJ/mol: 364.0
HOMO energy, eV: -7.98
Largest force on an atom, Eh/bohr: 0.0347

***

2.
This record from the OMol25 dataset describes a cluster of 2 separate species, C2H2ClN2 in total in a non-equilibrium geometry. The level of theory is the ωB97M-V functional and the def2-TZVPD basis.

```
7
Properties=species:S:1:pos:R:3:forces:R:3:lowdin_charge:R:1
H -0.84492 2.62176 -0.85245 -0.574 1.844 -0.367 0.096
N 0.31659 -2.20837 1.32594 1.546 -1.956 1.187 0.022
C -0.24288 0.44944 -0.26852 -0.710 6.938 -2.780 -0.187
H -0.46058 -0.23750 0.44089 -0.140 -2.720 1.790 0.022
Cl 0.74299 0.68685 -1.76607 0.277 -0.289 -0.185 0.995
N 0.92729 -3.00126 1.79839 -1.521 1.900 -1.143 0.079
C -0.43850 1.68907 -0.67818 1.121 -5.716 1.498 -0.027
```
Forces are in eV/Å.

Calculated values
ΔE to the lowest compared entry with this formula, charge and spin, kJ/mol: 113.7
HOMO energy, eV: -16.77
Net charge: +1
Largest force on an atom, Eh/bohr: 0.1460

***

3.
This record from the OMol25 dataset describes a cluster of 2 separate species, C2H2ClN3O in total in a non-equilibrium geometry. The level of theory is the ωB97M-V functional and the def2-TZVPD basis.

```
9
Properties=species:S:1:pos:R:3:forces:R:3:lowdin_charge:R:1
N -0.09450 0.20524 0.04112 -0.094 0.315 -0.883 0.102
Cl -4.58092 -1.44424 -0.60801 0.218 0.689 0.177 0.622
H -0.58437 0.66643 -0.73946 0.646 -0.633 0.837 0.120
N -3.78274 0.04538 -0.67530 -1.326 -2.798 -2.189 -0.360
N -1.14649 0.17685 2.26361 -0.596 -0.233 1.471 0.137
H 0.73098 -0.34986 -0.08419 0.006 0.079 -0.505 0.098
O -3.08414 1.77299 0.67838 -0.287 1.497 0.991 0.168
C -0.64440 0.14923 1.23943 0.142 0.349 -0.857 -0.423
C -3.58872 0.90449 0.11878 1.292 0.735 0.957 -0.463
```
Forces are in eV/Å.

Calculated values
ΔE to the lowest compared entry with this formula, charge and spin, kJ/mol: 134.1
HOMO energy, eV: -10.09
Largest force on an atom, Eh/bohr: 0.0737
SMILES: O=C=NCl.N#CN

***

4.
This record from the OMol25 dataset describes an isolated molecule of C2H2ClN3S in a non-equilibrium geometry. The level of theory is the ωB97M-V functional and the def2-TZVPD basis.

```
9
Properties=species:S:1:pos:R:3:forces:R:3:lowdin_charge:R:1
H 2.72476 0.82613 -0.15372 0.237 -1.359 -0.299 -0.095
N 0.23637 1.39339 -0.00482 -1.257 -0.102 -1.181 -0.046
C -1.46796 -0.01140 -0.18693 4.961 0.109 2.210 -0.830
C -0.27050 -0.84038 0.19807 -2.572 0.560 0.686 -0.160
Cl -3.05864 -0.39684 -0.25488 -1.726 -0.649 -0.246 0.721
N -1.07850 1.33753 -0.21305 0.997 -2.404 0.291 -0.001
S 2.26064 -0.47713 -0.36552 -0.641 3.005 1.121 0.764
N 0.66755 0.17140 0.20565 1.041 -3.216 -0.124 -0.557
H -0.01372 -2.00270 0.77521 -1.039 4.055 -2.458 0.203
```
Forces are in eV/Å.

Calculated values
ΔE to the lowest compared entry with this formula, charge and spin, kJ/mol: 235.9
HOMO energy, eV: -9.32
Largest force on an atom, Eh/bohr: 0.1056
SMILES: Sn1cc(Cl)nn1